No. 1
72
Properties=species:S:1:pos:R:3:forces:R:3 method="wB97M-V/def2-TZVPD" energy_ev=-387516.5360 de_lowest_kcal_mol=0.0 homo_energy_ev=-2.23 charge=-2 multiplicity=1 gap_ev=5.86
Rb -0.38369 -0.62631 1.31200 0.0106 -0.0276 0.0717
C 1.63843 -2.67015 -2.68256 -0.0094 -0.0064 0.0071
C 1.62824 -1.17677 -2.56173 0.0161 0.0222 0.0049
N 1.44247 -0.46099 -3.64410 0.0037 -0.0057 0.0027
C 1.42939 0.88638 -3.54417 0.0008 0.0128 -0.0230
C 1.61754 1.55067 -2.35929 0.0128 0.0031 0.0405
C 1.62687 3.05602 -2.33992 -0.0069 0.0029 0.0045
O 2.91004 3.62560 -2.06014 -0.0001 -0.0067 -0.0056
C 1.85320 0.80651 -1.18245 -0.0251 0.0238 -0.0556
C 2.08087 1.54251 0.06686 -0.0063 -0.0148 0.0221
N 2.91829 1.32888 1.00436 0.0103 0.0246 0.0065
C 3.89756 0.33100 0.91914 -0.0167 0.0066 -0.0379
C 4.81931 0.30951 -0.12666 0.0137 -0.0105 0.0064
C 5.85504 -0.61026 -0.13699 -0.0142 0.0095 -0.0073
C 5.98875 -1.52284 0.89960 0.0029 -0.0046 0.0097
C 5.07877 -1.50663 1.94861 0.0016 -0.0069 -0.0008
C 4.04842 -0.58167 1.96422 0.0076 -0.0063 -0.0043
I 2.61858 -0.59211 3.48302 -0.0079 0.0097 0.0134
C 1.82858 -0.61664 -1.23348 0.0459 -0.0444 -0.0249
O 1.93546 -1.37506 -0.22195 -0.0987 0.0781 0.0275
H 1.66328 -2.94841 -3.73524 -0.0009 0.0004 -0.0012
H 0.74587 -3.09733 -2.21822 0.0020 -0.0069 0.0001
H 2.50115 -3.08666 -2.15726 0.0015 0.0003 -0.0029
H 1.27385 1.43939 -4.46556 0.0011 -0.0083 -0.0031
H 0.88966 3.43687 -1.62403 0.0055 0.0002 -0.0005
H 1.34882 3.42872 -3.32616 0.0012 0.0014 -0.0007
H 3.19579 3.29733 -1.19992 0.0023 0.0030 0.0031
H 1.44534 2.41903 0.22488 -0.0146 -0.0136 0.0067
H 4.70359 1.01827 -0.93795 0.0041 -0.0013 -0.0006
H 6.55685 -0.61587 -0.96235 -0.0016 0.0004 -0.0016
H 6.79485 -2.24630 0.89490 -0.0006 -0.0016 0.0007
H 5.16615 -2.21822 2.75988 0.0009 -0.0007 -0.0009
C 1.15119 -4.12442 2.75610 0.0003 -0.0005 0.0115
C -0.04161 -3.97321 1.85732 0.0258 0.0070 -0.0354
C -1.33323 -3.86861 2.36992 0.0009 -0.0041 -0.0058
C -2.40587 -3.71500 1.50903 -0.0219 0.0010 0.0170
C -2.12000 -3.66405 0.15486 0.0359 0.0066 -0.0425
Br -3.56955 -3.42307 -1.07161 -0.0012 -0.0039 0.0004
N -0.91947 -3.73190 -0.36940 -0.0032 -0.0237 0.0581
C 0.10577 -3.88459 0.47860 -0.0413 -0.0099 -0.0305
H 1.28328 -5.16680 3.05862 -0.0085 -0.0004 0.0012
H 1.02055 -3.52190 3.65596 0.0049 -0.0031 0.0050
H 2.06033 -3.79331 2.25320 -0.0030 -0.0004 -0.0022
H -1.49583 -3.84415 3.44066 -0.0008 0.0022 -0.0023
H -3.41057 -3.57552 1.87610 0.0051 0.0042 0.0045
H 1.09223 -3.88430 0.02917 0.0088 0.0163 0.0120
Se -0.76150 -1.16425 4.91798 0.0039 0.0182 -0.0159
Sb -2.62189 0.31477 4.32304 -0.0019 -0.0067 -0.0160
Se -3.88045 1.30448 6.11667 0.0043 -0.0119 0.0069
Se -3.85994 -0.61467 2.43227 0.0092 0.0066 -0.0235
Se -1.25736 2.28976 3.15985 -0.0088 -0.0249 -0.0458
C -1.97033 2.64162 -2.00157 -0.0054 0.0001 -0.0069
C -2.59029 1.96809 -0.78882 -0.0091 0.0128 0.0176
C -2.89366 0.51377 -1.12706 0.0133 0.0123 -0.0004
O -1.60668 1.95770 0.27498 -0.0542 -0.0388 0.0208
B -2.23159 2.32179 1.45931 0.1044 0.0372 0.0222
O -3.49703 2.78550 1.25654 -0.0358 -0.0057 0.0098
C -3.80015 2.75330 -0.14918 0.0186 -0.0265 -0.0151
C -3.89043 4.20858 -0.59503 0.0018 0.0058 0.0095
C -5.14705 2.06988 -0.31829 0.0103 -0.0055 -0.0001
H -1.12604 2.04445 -2.34888 0.0006 0.0004 -0.0030
H -1.61409 3.64477 -1.77166 0.0017 -0.0018 0.0006
H -2.69806 2.70488 -2.81420 0.0056 -0.0010 -0.0020
H -1.97268 0.03844 -1.47634 -0.0052 -0.0036 -0.0012
H -3.62866 0.43553 -1.93007 0.0025 -0.0016 0.0012
H -3.26356 -0.02503 -0.25404 0.0000 0.0003 0.0015
H -2.95172 4.73247 -0.41379 -0.0011 0.0002 -0.0027
H -4.66732 4.69646 -0.00557 0.0004 0.0059 -0.0061
H -4.14605 4.29228 -1.65295 0.0013 -0.0010 -0.0001
H -5.14113 1.08995 0.15583 0.0001 0.0007 0.0011
H -5.40390 1.96861 -1.37585 0.0007 0.0025 0.0015
H -5.91298 2.67323 0.17095 -0.0004 0.0018 -0.0021

No. 2
119
Properties=species:S:1:pos:R:3:forces:R:3 method="wB97M-V/def2-TZVPD" energy_ev=-138545.1128 de_lowest_kcal_mol=24.1 homo_energy_ev="-3.87 / -5.47" charge=-1 multiplicity=4 gap_ev="6.09 / 7.67"
V -1.54695 -1.71949 -0.54484 -0.8845 -0.9104 1.6474
C 2.08778 -1.55616 1.99288 -0.0961 -0.3680 0.3656
Si 1.13590 -0.08948 1.33400 0.0061 0.3485 -0.8484
C 2.60824 1.07317 0.70600 0.3120 0.3091 0.4154
C 3.35115 1.89993 1.57745 -0.1791 -0.1545 -0.1806
C 4.46472 2.61360 1.14553 -0.0896 -0.0713 0.0639
C 4.90621 2.51438 -0.16941 -0.0186 -0.0446 -0.0952
C 4.20869 1.70071 -1.04921 0.2155 0.0735 0.0385
C 3.08221 1.01368 -0.60645 0.0347 0.1688 -0.0094
P 2.04222 0.06809 -1.68302 -0.4573 -0.1539 0.1443
C 3.09445 -1.09376 -2.61532 -0.0780 -0.3934 0.0496
C 2.53184 -1.53201 -3.98138 0.0307 -0.0402 0.0613
C 1.45802 -2.60465 -3.83565 0.0978 -0.2218 0.0905
C 1.99513 -3.87082 -3.10247 0.0112 0.2768 -0.0942
C 3.37896 -3.63109 -2.48163 -0.0953 0.1339 -0.0364
C 3.39996 -2.31860 -1.69428 -0.0752 0.0199 -0.2879
C 1.16121 1.12816 -2.85247 0.1315 0.5250 -0.0058
C 2.07937 1.88053 -3.86006 -0.0968 0.0760 0.2304
C 2.33270 3.32051 -3.39342 -0.2125 -0.1002 -0.0400
C 1.01859 4.11636 -3.41558 -0.0172 -0.1247 0.0414
C -0.17137 3.29056 -2.86226 0.2289 -0.0117 0.0527
C 0.29650 2.10334 -2.01701 0.1534 0.0973 -0.3878
C 0.80046 0.96610 2.94495 -0.4235 0.1493 0.0997
C 1.45242 0.64585 4.14508 -0.0686 0.0684 -0.1040
C 1.15218 1.28488 5.34469 -0.0742 0.0575 -0.1342
C 0.16072 2.25802 5.37966 -0.0067 -0.0386 -0.1589
C -0.50539 2.59794 4.20466 0.1831 -0.1617 -0.0796
C -0.18967 1.97934 2.98541 0.1628 0.0610 0.2537
P -0.96470 2.39537 1.35997 0.3365 -0.2079 0.2367
C -0.87037 4.24509 1.18200 0.1649 0.1390 0.0326
C -1.63475 5.25223 2.07515 0.1861 0.1219 -0.0888
C -0.94089 6.63410 2.10226 -0.0041 -0.1211 -0.0923
C -0.29223 6.94836 0.75386 0.0039 -0.1779 0.0573
C 0.85857 5.95878 0.47072 -0.1482 -0.0176 0.0576
C 0.62785 4.60965 1.17239 -0.1236 0.1750 0.0294
C -2.72826 1.90100 1.54312 -0.2909 0.0947 -0.1923
C -3.61012 2.54330 2.62980 -0.1268 -0.0626 -0.1216
C -5.08121 2.23518 2.32963 0.0915 0.0641 -0.1121
C -5.53370 2.99892 1.06867 0.0876 -0.1468 -0.0307
C -4.37933 3.15064 0.05481 -0.0096 -0.0559 0.1160
C -3.41617 1.96600 0.14476 -0.0651 0.2221 0.2627
H 3.12640 -1.27712 2.21466 -0.1770 -0.0263 -0.0434
H 2.07604 -2.37384 1.27354 0.0766 0.0449 -0.0024
H 1.61928 -1.93666 2.91077 0.1486 0.0390 -0.1626
H 3.04317 1.99811 2.61419 0.0066 -0.0117 -0.1301
H 4.99606 3.25464 1.84433 -0.0618 -0.0707 -0.0586
H 5.77514 3.07128 -0.50684 -0.0762 -0.0683 0.0413
H 4.53736 1.61168 -2.08198 -0.0170 0.0375 0.0876
H 4.00831 -0.52052 -2.79100 0.1054 -0.0513 -0.0138
H 3.36594 -1.92346 -4.57192 -0.0109 0.0517 -0.0394
H 2.13713 -0.67492 -4.53229 0.0484 -0.0608 0.0105
H 1.06536 -2.86575 -4.82510 0.0877 -0.0120 0.0973
H 0.64201 -2.17901 -3.24847 0.0907 -0.0409 -0.0471
H 2.04857 -4.71892 -3.79052 -0.0224 0.0125 0.0232
H 1.29737 -4.14090 -2.30533 -0.0034 -0.0042 -0.0213
H 4.14491 -3.61607 -3.26516 0.0011 -0.0155 0.0512
H 3.63124 -4.45197 -1.80762 0.0022 -0.0280 -0.0302
H 4.35615 -2.18485 -1.18912 0.0464 0.0572 0.0042
H 2.63732 -2.38117 -0.91519 -0.0246 0.0118 0.0034
H 0.50026 0.43820 -3.37394 -0.1356 -0.0405 -0.1390
H 1.57825 1.91792 -4.83399 0.0551 -0.0509 0.0405
H 3.02495 1.34907 -4.01421 -0.0562 0.0503 -0.0088
H 3.07359 3.80239 -4.03795 -0.0124 -0.0239 0.0328
H 2.74730 3.30929 -2.38126 -0.0301 0.0281 -0.0896
H 0.80032 4.40786 -4.44772 0.0006 0.0354 0.0608
H 1.14626 5.04134 -2.84510 -0.0086 -0.0477 -0.0225
H -0.77894 2.92873 -3.69123 -0.0941 -0.0480 -0.0542
H -0.81996 3.92492 -2.25131 -0.0081 -0.0110 -0.0593
H -0.54736 1.55895 -1.60405 -0.0631 -0.0785 0.0732
H 0.86451 2.47376 -1.15816 -0.0176 -0.0459 0.0067
H 2.21874 -0.12594 4.14492 -0.1205 0.0815 0.0269
H 1.67964 1.01153 6.25332 -0.0297 0.0050 -0.0545
H -0.10185 2.74553 6.31417 0.0240 -0.0427 -0.0821
H -1.29000 3.34197 4.25335 0.0219 -0.0118 -0.0275
H -1.22414 4.37974 0.14846 -0.0172 0.0025 0.0292
H -1.72362 4.89067 3.09854 -0.0115 -0.0169 -0.0283
H -2.65064 5.37661 1.68963 0.0283 -0.0290 0.0276
H -0.17105 6.64907 2.88300 -0.0528 0.0042 -0.0569
H -1.66991 7.40374 2.36472 -0.0009 0.0055 0.0400
H 0.07407 7.97619 0.73156 -0.0018 0.0188 -0.0300
H -1.05548 6.86839 -0.02945 0.0487 0.0170 0.0477
H 1.81000 6.38503 0.80127 -0.0062 -0.0110 -0.0104
H 0.94182 5.79333 -0.60862 0.0205 0.0195 0.0532
H 0.98578 4.64534 2.20848 -0.0301 -0.0166 -0.0765
H 1.20883 3.83196 0.67906 0.0748 -0.1081 -0.0263
H -2.62158 0.84940 1.80797 -0.0088 -0.1243 -0.0322
H -3.48489 3.62821 2.66767 -0.0010 -0.0721 0.0278
H -3.33132 2.14574 3.60496 0.0616 0.0109 0.0570
H -5.71574 2.49848 3.18005 0.0033 -0.0156 -0.0256
H -5.18687 1.15469 2.17529 0.0027 0.0971 0.0255
H -5.90714 3.98744 1.35090 -0.0058 -0.0010 -0.0086
H -6.36876 2.46825 0.59785 0.0622 0.0532 0.0421
H -3.82635 4.07833 0.25095 -0.0501 -0.0752 -0.0128
H -4.77558 3.23317 -0.95912 -0.0016 0.0370 0.0011
H -2.66678 2.03178 -0.64588 0.0536 -0.0098 -0.0456
H -3.96459 1.04064 -0.04143 -0.0082 -0.0486 0.0189
O -1.02337 -2.04050 3.23903 -0.0023 -0.0485 -0.2231
S -1.19758 -1.91551 1.82340 0.2571 0.4571 1.3524
O -0.43153 -2.84160 0.96629 -0.2756 0.0851 0.3686
O -0.65344 -0.47691 1.33377 -0.0371 -1.0802 -0.0661
O -2.60047 -1.87940 1.34500 0.1943 0.0702 0.3030
O 0.01703 -1.27596 -1.40509 2.8129 0.9667 -1.0216
N 1.03081 -0.58246 -0.61288 -0.3446 0.0705 0.3719
N -2.57854 -0.72746 -1.84726 -0.8293 1.3901 -1.0630
C -2.92026 -0.07078 -2.75369 -0.5438 0.6349 -1.3545
N -3.48100 0.47092 -3.78647 -0.0026 -0.1316 0.3742
C -3.06437 1.34030 -4.68614 0.4982 0.1132 0.0801
N -2.78002 2.08667 -5.54076 -0.2232 -0.6272 0.7197
S -2.36018 -3.87614 -1.16559 -0.1674 -1.0707 -0.0480
C -2.13723 -4.06593 -2.79764 -0.0242 -0.4707 -0.6145
N -1.85756 -2.94031 -3.53929 -0.1207 0.1062 2.4895
C -1.69606 -2.94010 -4.82353 0.2685 0.3818 -2.2655
C -1.77104 -4.10864 -5.50634 0.0241 -0.2305 -0.6288
C -2.02941 -5.26268 -4.73814 0.2514 -0.1488 -1.8995
N -2.21312 -5.27622 -3.47960 -0.3162 0.9182 2.7360
H -1.77775 -2.06972 -2.98706 -0.1628 -0.2982 -0.2554
H -1.51773 -1.97228 -5.28376 0.0320 -0.1503 -0.0178
H -1.64027 -4.14511 -6.57707 -0.0185 -0.0305 0.0461
H -2.08716 -6.23645 -5.22371 0.0274 0.0941 -0.1203

No. 3
17
Properties=species:S:1:pos:R:3:forces:R:3 method="wB97M-V/def2-TZVPD" energy_ev=-19617.4438 de_lowest_kcal_mol=137.1 homo_energy_ev=-8.30 multiplicity=1 gap_ev=8.78
C -1.30136 0.65211 -0.13916 -1.9054 2.2704 -3.5050
C -0.91991 -0.14931 0.97237 5.2959 1.8350 2.5557
C -0.00637 1.46658 -0.71787 -1.1718 0.1997 0.8910
N 0.33365 -1.05366 0.85756 0.6308 -0.5409 2.3351
N 2.43439 -1.59594 -0.73113 0.3025 -1.7383 -1.7760
O 0.56479 2.07528 0.43993 1.5905 5.0372 2.8430
O 0.81848 0.49092 -1.12652 3.2019 -1.9160 0.9621
P 1.85894 -0.43545 0.26621 -3.5087 2.2441 -1.6670
H -1.54005 0.05242 -0.98561 -0.4980 -0.6686 -0.8884
H -2.25264 1.24829 0.04694 1.3602 -0.3632 0.1022
H -0.31512 0.61414 1.53787 -1.5144 0.3533 0.2328
H -1.46440 -0.51621 1.79275 -1.8195 -1.0011 -0.0485
H -0.00335 2.12430 -1.62532 -1.3190 0.1175 1.0736
H 0.64958 3.19051 0.84754 -0.9779 -5.1578 -3.0006
H 0.49976 -0.89374 1.90125 0.4039 -1.5850 -1.4753
H 1.94276 -2.45973 -1.01648 -0.1445 0.9772 0.5567
H 2.88210 -1.22479 -1.58135 0.0733 -0.0636 0.8084

No. 4
12
Properties=species:S:1:pos:R:3:forces:R:3 method="wB97M-V/def2-TZVPD" energy_ev=-14281.2837 de_lowest_kcal_mol=19.1 homo_energy_ev=-13.21 charge=+1 multiplicity=1 gap_ev=9.22
C 1.46789 0.07341 -0.12849 -0.1204 1.9872 1.3437
C -0.75860 -0.75126 0.29272 -0.8809 1.2946 1.9985
C -1.70822 -0.33689 -0.52858 0.0502 -0.1268 -0.9710
N 1.20000 1.25849 0.41522 -5.2188 -3.8958 -0.4959
N 0.56092 -0.83614 -0.23282 -0.7692 -1.5102 -0.4206
I -3.60929 0.25829 0.16135 0.8183 -0.4142 -0.5927
H 2.43713 -0.19785 -0.42623 1.2559 0.1170 -0.6927
H -0.91379 -0.78790 1.41322 0.5504 -0.2369 -1.3955
H 0.19001 1.30933 0.78552 2.1009 0.3237 -0.8198
H -1.34147 -0.32647 -1.59638 -1.3254 0.4581 0.9083
H 1.78871 1.90827 0.75188 2.9509 2.4339 1.0458
H 0.68672 -1.57129 -0.90741 0.5881 -0.4305 0.0920